# 1
Molecular formula: C6H12O3
Method: DFT, ωB97M-V/def2-TZVPD

Last column: Mulliken charge in e.
Cartesian coordinates (Å):
C -0.371 1.118 1.141  0.087
C 0.427 0.683 2.322  -1.333
O -0.640 2.392 1.090  -0.349
O 1.147 0.997 -0.413  -0.404
H 1.032 1.818 -0.916  0.307
H -0.135 2.948 1.727  0.310
H -1.160 0.307 -0.085  0.703
H -0.271 0.291 3.066  0.301
H 1.109 -0.119 2.046  0.225
H 1.015 1.495 2.778  0.461
C 1.328 -1.378 -0.714  -1.134
C 0.970 -0.066 -1.349  0.816
C -1.589 -0.265 -1.120  -0.488
C -1.976 -1.533 -1.137  -0.666
O 0.981 0.195 -2.523  -0.541
H -1.890 0.394 -1.929  0.275
H 1.136 -2.177 -1.424  0.344
H 2.384 -1.366 -0.440  0.367
H 0.741 -1.534 0.188  0.211
H -2.571 -1.961 -1.937  0.275
H -1.667 -2.240 -0.372  0.234

## Properties
spin multiplicity	1
F_max	2.79	eV/A
Kohn-Sham gap	0.3029	Ha


# 2
Molecular formula: C6H12O3
Method: DFT, ωB97M-V/def2-TZVPD

Last column: Mulliken charge in e.
Cartesian coordinates (Å):
C -1.259 0.610 0.756  -0.334
C 0.406 1.974 -0.233  -0.880
C -2.492 0.961 -0.068  -1.193
O -0.051 0.668 0.019  -0.201
H -1.330 -0.422 1.102  0.259
H -1.186 1.271 1.631  0.420
H -0.260 2.521 -0.907  0.302
H 1.379 1.884 -0.706  0.247
H 0.508 2.542 0.697  0.351
H -2.519 0.342 -0.963  0.290
H -3.386 0.772 0.524  0.389
H -2.486 2.010 -0.362  0.337
C 2.372 -1.090 -0.239  -1.263
C 1.156 -1.630 0.466  0.922
C 0.260 -2.417 -0.478  -0.036
O 0.963 -1.582 1.652  -0.546
O -0.746 -2.058 -1.011  -0.388
H 0.668 -3.441 -0.643  0.323
H 3.008 -1.928 -0.532  0.396
H 2.920 -0.433 0.434  0.299
H 2.072 -0.555 -1.139  0.306

## Properties
spin multiplicity	1
F_max	0.71	eV/A
Kohn-Sham gap	0.3731	Ha


What did we get for energy relative to the best compared isomer or geometry (same formula, charge and spin)? Answer: 121.70 54.62 kcal per mole, in the order shown.